[1]
107
Properties=species:S:1:pos:R:3:lowdin_spin:R:1 method="wB97M-V/def2-TZVPD" homo_energy_ev="-8.1796 / -9.3905" total_energy_ev=-68807.7570 spin_multiplicity=2 lumo_energy_ev="0.37 / 0.37"
C -2.245 0.979 -1.389 0.000
C -1.641 -0.014 -2.347 0.000
O -1.578 -1.344 -1.781 0.000
P -0.155 -1.964 -1.439 0.000
O 0.675 -2.307 -2.592 0.000
C 0.680 -0.828 -0.297 0.001
C 1.753 -1.538 0.562 0.001
C 1.730 -1.318 2.086 0.001
C 1.347 0.096 2.513 0.016
C 1.438 0.335 4.030 0.025
C 1.383 1.830 4.343 -0.002
C 0.258 -0.346 4.735 0.003
N 2.781 -0.162 4.514 0.388
O 3.707 0.714 4.371 0.515
C 3.241 -1.548 4.149 0.025
C 2.452 -2.654 4.875 0.003
C 4.707 -1.686 4.550 -0.001
C 3.114 -1.656 2.630 0.018
O -0.583 -3.240 -0.574 0.000
C -1.395 -3.140 0.602 0.000
C -2.866 -2.844 0.341 0.000
H -3.241 0.656 -1.080 0.000
H -2.334 1.941 -1.897 0.000
H -1.637 1.132 -0.495 0.000
H -0.652 0.296 -2.694 0.000
H -2.259 -0.092 -3.239 0.000
H 1.171 -0.108 -0.954 0.000
H -0.050 -0.274 0.292 0.000
H 2.740 -1.254 0.185 0.000
H 1.684 -2.612 0.400 0.000
H 1.030 -2.041 2.525 0.000
H 1.990 0.815 1.994 0.002
H 0.314 0.326 2.228 0.001
H 1.944 2.417 3.619 0.000
H 1.798 2.032 5.330 0.000
H 0.344 2.162 4.331 0.000
H -0.628 0.274 4.608 0.000
H 0.028 -1.333 4.337 0.000
H 0.449 -0.442 5.805 0.002
H 1.460 -2.360 5.196 0.000
H 2.991 -2.964 5.771 0.000
H 2.361 -3.532 4.231 0.000
H 4.866 -1.303 5.558 0.000
H 4.968 -2.747 4.537 0.000
H 5.372 -1.159 3.869 0.000
H 3.848 -0.984 2.169 0.002
H 3.375 -2.682 2.355 0.001
H -0.955 -2.395 1.272 0.000
H -1.297 -4.105 1.100 0.000
H -3.092 -1.781 0.420 0.000
H -3.151 -3.175 -0.656 0.000
H -3.478 -3.372 1.073 0.000
N 3.788 -5.517 2.509 0.000
C 2.969 -4.913 1.651 0.000
C 1.587 -5.056 1.674 0.000
C 1.027 -5.878 2.639 0.000
C 1.868 -6.512 3.540 0.000
C 3.235 -6.298 3.435 0.000
H 3.440 -4.280 0.904 0.000
H 0.984 -4.536 0.942 0.000
H -0.045 -6.022 2.690 0.000
H 1.478 -7.163 4.311 0.000
H 3.920 -6.780 4.124 0.000
N 7.575 -3.844 0.065 0.000
C 6.436 -3.588 0.707 0.000
C 5.964 -2.304 0.941 0.000
C 6.707 -1.227 0.487 0.000
C 7.893 -1.480 -0.184 0.000
C 8.279 -2.800 -0.368 0.000
H 5.879 -4.449 1.060 0.000
H 5.036 -2.160 1.473 0.000
H 6.371 -0.211 0.655 0.000
H 8.511 -0.675 -0.557 0.000
H 9.202 -3.032 -0.889 0.000
N -4.580 3.952 -2.610 0.000
C -4.735 3.915 -1.288 0.000
C -5.810 3.306 -0.658 0.000
C -6.778 2.700 -1.443 0.000
C -6.627 2.724 -2.821 0.000
C -5.515 3.361 -3.352 0.000
H -3.960 4.402 -0.705 0.000
H -5.883 3.311 0.420 0.000
H -7.635 2.220 -0.990 0.000
H -7.356 2.266 -3.475 0.000
H -5.368 3.406 -4.425 0.000
N -7.730 7.247 -2.226 0.000
C -6.687 6.802 -2.926 0.000
C -6.173 7.459 -4.035 0.000
C -6.771 8.640 -4.442 0.000
C -7.857 9.114 -3.723 0.000
C -8.294 8.383 -2.627 0.000
H -6.241 5.877 -2.587 0.000
H -5.320 7.047 -4.558 0.000
H -6.399 9.182 -5.302 0.000
H -8.358 10.031 -4.001 0.000
H -9.141 8.729 -2.043 0.000
N -1.093 1.030 -5.371 0.000
C -0.021 0.239 -5.414 0.000
C 1.136 0.561 -6.110 0.000
C 1.183 1.763 -6.797 0.000
C 0.073 2.593 -6.760 0.000
C -1.036 2.183 -6.035 0.000
H -0.082 -0.695 -4.863 0.000
H 1.975 -0.121 -6.105 0.000
H 2.068 2.049 -7.351 0.000
H 0.063 3.541 -7.280 0.000
H -1.919 2.810 -5.981 0.000

***

[2]
121
Properties=species:S:1:pos:R:3:lowdin_charge:R:1 method="wB97M-V/def2-TZVPD" homo_energy_ev=-6.6418 total_energy_ev=-88529.5559 e_above_lowest_kj_mol=227.0 charge=-1 lumo_energy_ev=-0.30
C 37.639 -24.680 -6.334 -0.929
O 38.205 -25.685 -6.964 -0.124
O 36.544 -24.948 -5.767 0.089
O 38.249 -23.677 -6.021 0.005
H 36.357 -25.851 -6.158 0.115
C 42.145 -26.975 -5.711 -0.069
C 43.686 -26.928 -5.449 -0.016
C 44.259 -25.615 -5.081 0.023
C 43.384 -24.314 -5.316 -0.097
C 41.942 -24.399 -5.542 0.117
C 41.348 -25.861 -5.800 -0.032
N 44.047 -22.997 -5.079 -0.253
O 45.325 -22.922 -5.014 0.023
O 43.257 -21.905 -5.097 -0.026
H 41.604 -27.991 -5.848 0.105
H 44.353 -27.681 -5.531 0.033
H 45.403 -25.298 -4.988 0.128
H 41.421 -23.568 -5.655 0.028
H 40.384 -25.769 -6.017 0.007
C 34.618 -31.933 -3.158 -0.054
C 35.460 -31.514 -4.246 0.001
C 35.385 -30.097 -4.948 0.099
C 34.231 -29.280 -4.484 -0.102
C 33.223 -29.801 -3.402 0.065
C 33.421 -31.152 -2.754 -0.014
N 34.025 -27.992 -5.081 -0.324
O 33.156 -27.188 -4.556 0.029
O 34.812 -27.652 -5.949 0.053
H 34.690 -32.830 -2.757 0.037
H 36.340 -32.139 -4.339 0.070
H 35.857 -29.765 -5.803 0.047
H 32.229 -29.412 -3.276 0.080
H 32.910 -31.361 -1.894 0.050
C 41.164 -20.497 -7.081 -0.036
C 39.602 -20.596 -7.407 0.017
C 39.056 -19.262 -7.831 0.023
C 39.839 -17.890 -7.878 -0.077
C 41.330 -17.892 -7.284 0.064
C 41.880 -19.269 -7.005 -0.102
N 39.162 -16.685 -8.312 -0.340
O 37.874 -16.690 -8.592 -0.010
O 39.911 -15.747 -8.591 0.039
H 41.567 -21.523 -6.739 0.083
H 39.053 -21.507 -7.505 0.046
H 38.078 -19.435 -8.370 0.080
H 41.902 -16.945 -7.487 0.099
H 42.942 -19.319 -6.809 0.080
C 40.178 -26.987 -9.466 -0.052
C 40.721 -25.480 -9.364 0.015
C 42.146 -25.159 -9.451 0.011
C 43.201 -26.313 -9.428 -0.088
C 42.627 -27.753 -9.501 0.034
C 41.127 -28.002 -9.573 -0.107
N 44.646 -26.086 -9.356 -0.377
O 45.055 -24.947 -9.632 0.059
O 45.242 -27.133 -9.366 0.058
H 39.329 -27.114 -9.004 -0.032
H 40.026 -24.772 -9.081 0.047
H 42.570 -24.108 -9.169 0.125
H 43.320 -28.574 -9.794 0.093
H 40.734 -29.094 -9.891 0.139
C 38.708 -24.554 -1.196 -0.285
O 39.450 -24.007 -0.340 -0.030
N 39.233 -25.468 -2.028 -0.150
C 38.332 -25.853 -3.181 0.006
C 40.585 -25.898 -2.131 -0.017
H 37.741 -24.310 -1.098 0.080
H 38.838 -25.458 -4.203 0.131
H 37.419 -25.535 -2.958 0.015
H 38.418 -26.919 -3.346 0.066
H 40.830 -26.497 -2.965 0.071
H 40.479 -26.536 -1.360 0.077
H 41.207 -25.174 -2.156 0.037
C 35.616 -21.541 -6.264 -0.281
O 35.092 -20.741 -5.536 0.017
N 35.459 -21.394 -7.660 -0.128
C 36.104 -22.316 -8.528 -0.072
C 34.744 -20.246 -8.349 -0.005
H 36.185 -22.370 -5.869 0.102
H 37.040 -21.969 -8.770 0.062
H 35.684 -22.528 -9.447 0.073
H 36.331 -23.163 -8.156 0.004
H 34.420 -20.496 -9.294 0.038
H 35.613 -19.459 -8.623 0.123
H 34.029 -19.685 -7.833 0.054
C 38.424 -31.299 -6.607 -0.297
O 38.462 -32.396 -6.004 -0.032
N 38.838 -30.076 -6.093 -0.204
C 38.554 -28.812 -6.735 -0.103
C 39.408 -29.953 -4.767 -0.067
H 37.884 -31.227 -7.519 0.116
H 38.181 -27.936 -6.170 0.058
H 37.703 -28.890 -7.493 0.087
H 39.476 -28.157 -7.368 0.131
H 40.280 -30.740 -4.501 0.130
H 38.578 -30.402 -4.236 0.063
H 39.809 -28.883 -4.485 0.108
C 35.382 -26.894 -11.494 -0.407
O 34.491 -26.691 -12.322 -0.013
N 35.340 -26.463 -10.289 -0.119
C 36.319 -26.368 -9.155 -0.033
C 34.171 -25.500 -9.916 -0.015
H 36.202 -27.490 -11.573 0.102
H 35.867 -26.862 -8.236 0.083
H 36.669 -25.499 -8.847 0.001
H 37.152 -27.209 -9.274 0.112
H 34.251 -24.602 -10.625 0.107
H 33.988 -25.229 -8.806 0.116
H 33.275 -25.986 -10.171 0.044
C 35.009 -23.074 -0.949 -0.309
O 35.826 -22.098 -0.787 -0.047
N 34.766 -23.720 -2.101 -0.171
C 33.777 -24.738 -2.351 -0.079
C 35.408 -23.190 -3.353 -0.017
H 34.501 -23.440 -0.094 0.110
H 33.092 -24.462 -3.151 0.100
H 33.144 -24.880 -1.521 0.069
H 34.123 -25.707 -2.403 0.052
H 34.977 -23.994 -4.139 0.116
H 36.560 -23.325 -3.236 0.115
H 35.151 -22.212 -3.680 0.050